<A>
18
Properties=species:S:1:pos:R:3:nbo_charge:R:1 method="wB97M-V/def2-TZVPD" smiles="CC1(C)N=CC[NH2+]1" e_lumo_ev=-3.41 mol_weight_g_mol=99.2 homo_lumo_gap_ev=11.911 multiplicity=1 charge=+1
C -1.742 -0.865 -0.092 0.09
C -1.796 0.672 -0.240 -0.30
C 0.429 -0.261 0.070 0.27
C 1.164 -0.310 -1.294 -0.62
C 1.487 -0.292 1.207 -0.63
N -0.558 -1.338 0.098 -0.35
N -0.448 1.012 0.311 -0.55
H -2.459 -1.644 -0.237 0.25
H -1.822 0.941 -1.310 0.25
H -2.614 1.076 0.370 0.26
H 1.751 -1.153 -1.288 0.25
H 1.761 0.594 -1.491 0.23
H 0.421 -0.311 -2.099 0.22
H 0.970 -0.013 2.194 0.20
H 2.410 0.199 1.008 0.25
H 1.634 -1.214 1.502 0.25
H -0.149 1.929 -0.057 0.46
H -0.436 0.978 1.348 0.45



<B>
18
Properties=species:S:1:pos:R:3:nbo_charge:R:1 method="wB97M-V/def2-TZVPD" smiles="C=C1C[N@@+]1(C)NC" e_lumo_ev=-3.43 mol_weight_g_mol=99.2 homo_lumo_gap_ev=10.638 multiplicity=1 charge=+1
C -0.347 -0.869 -1.425 0.20
C 0.566 -1.234 -2.301 -0.35
C -1.514 -0.515 -0.632 -0.25
C 0.461 0.188 2.406 -0.43
C 0.021 1.378 -0.475 -0.45
N 0.229 -0.474 1.101 -0.48
N -0.230 0.071 -0.136 -0.11
H 1.533 -0.792 -2.162 0.24
H 0.493 -1.908 -3.168 0.28
H -2.348 0.086 -0.995 0.27
H -1.882 -1.355 0.089 0.29
H -0.223 0.966 2.642 0.22
H 0.516 -0.647 3.143 0.25
H 1.420 0.733 2.473 0.20
H 0.753 1.512 -1.269 0.24
H -0.973 1.936 -0.752 0.24
H 0.369 1.930 0.404 0.25
H 1.156 -1.007 1.057 0.39



Stability check: which of them is most stable? <A>.



<A>
18
Properties=species:S:1:pos:R:3:nbo_charge:R:1 method="wB97M-V/def2-TZVPD" e_lumo_ev=-5.20 mol_weight_g_mol=99.2 homo_lumo_gap_ev=8.197 multiplicity=1 charge=+1
C -1.424 -1.954 0.935 -0.45
C -1.797 1.270 -0.685 -0.12
C 1.443 0.548 -1.623 -0.40
C 1.716 0.073 0.799 -0.66
C 1.200 0.843 -0.333 -0.22
N -1.401 -0.529 0.809 0.07
N -1.595 0.275 0.000 0.12
H -1.801 -2.001 2.013 0.29
H -1.905 -2.406 0.088 0.25
H -2.885 1.608 -0.750 0.28
H -0.952 1.806 -1.046 0.28
H 1.358 1.217 -2.561 0.23
H 1.946 -0.364 -1.869 0.20
H -0.316 -2.001 0.942 0.28
H 0.979 -0.163 1.544 0.20
H 2.405 0.802 1.245 0.25
H 2.266 -0.793 0.458 0.23
H 0.762 1.769 0.033 0.19



<B>
18
Properties=species:S:1:pos:R:3:nbo_charge:R:1 method="wB97M-V/def2-TZVPD" e_lumo_ev=-3.28 mol_weight_g_mol=99.2 homo_lumo_gap_ev=8.680 multiplicity=1 charge=+1
C 0.678 1.101 0.668 -0.46
C -0.141 1.259 -1.308 -0.45
C 1.145 0.922 -0.675 0.31
C -0.639 0.574 0.009 -0.03
C -1.256 -1.208 1.352 -0.43
N 1.915 -0.128 -0.934 -0.77
N -0.995 -0.848 -0.021 -0.53
H 1.256 0.394 1.332 0.21
H 0.442 2.086 1.106 0.27
H -0.290 2.302 -1.260 0.25
H -0.380 0.801 -2.245 0.22
H -1.053 -2.289 1.580 0.24
H -0.586 -0.565 2.019 0.25
H -2.340 -1.037 1.424 0.24
H 1.744 -0.789 -1.680 0.41
H 2.627 -0.387 -0.326 0.41
H -1.867 -0.819 -0.643 0.46
H -0.259 -1.367 -0.399 0.39



Stability check: which of them is most stable? <B>.



<A>
18
Properties=species:S:1:pos:R:3:nbo_charge:R:1 method="wB97M-V/def2-TZVPD" e_lumo_ev=-3.31 mol_weight_g_mol=99.2 homo_lumo_gap_ev=10.475 multiplicity=1 charge=+1
C 0.488 1.073 0.340 -0.15
C 0.042 2.025 -0.838 -0.21
C 1.397 -1.607 -0.075 -0.69
C -1.469 -0.157 -0.361 -0.07
C 0.465 -0.952 0.847 0.13
N -0.886 1.245 0.053 -0.42
N -0.961 -1.033 0.605 -0.64
H 0.937 1.531 1.258 0.24
H 0.081 3.102 -0.664 0.25
H 2.387 -1.177 0.148 0.25
H 1.208 -1.602 -1.196 0.23
H 1.645 -2.652 0.129 0.25
H -2.621 -0.093 -0.413 0.25
H -1.129 -0.647 -1.311 0.24
H -0.108 1.662 -1.832 0.23
H 0.835 -1.035 1.873 0.23
H -1.522 -1.357 1.390 0.42
H -1.471 1.896 0.596 0.44



<B>
18
Properties=species:S:1:pos:R:3:nbo_charge:R:1 method="wB97M-V/def2-TZVPD" e_lumo_ev=-4.85 mol_weight_g_mol=99.2 homo_lumo_gap_ev=9.414 multiplicity=1 charge=+1
C -0.454 -2.426 1.620 -0.20
C 0.148 -1.937 0.370 -0.11
C 0.366 -0.605 0.869 0.26
C -0.389 2.020 0.284 -0.43
C 0.798 1.001 -1.889 -0.43
N -0.857 -1.118 1.175 -0.32
N -0.123 0.951 -0.698 -0.50
H -1.227 -3.297 1.548 0.26
H 0.243 -2.485 2.346 0.21
H -0.015 -2.269 -0.553 0.23
H 1.171 0.043 1.318 0.27
H -0.871 2.882 -0.364 0.22
H -1.259 1.724 0.913 0.25
H 0.475 2.370 0.703 0.22
H 0.480 0.105 -2.588 0.22
H 0.679 1.880 -2.506 0.24
H 1.772 0.686 -1.487 0.22
H -0.938 0.476 -1.059 0.40



<C>
18
Properties=species:S:1:pos:R:3:nbo_charge:R:1 method="wB97M-V/def2-TZVPD" e_lumo_ev=-3.78 mol_weight_g_mol=99.2 homo_lumo_gap_ev=9.973 multiplicity=1 charge=+1
C -0.579 1.901 -1.062 -0.06
C -1.842 1.594 -0.847 -0.36
N 0.316 0.929 -1.712 -0.77
H -0.166 2.886 -0.899 0.23
H -2.509 2.280 -0.347 0.25
H -2.253 0.628 -1.112 0.20
H 0.502 0.062 -0.912 0.45
H -0.146 0.585 -2.548 0.43
H 1.221 1.329 -1.931 0.43
C 1.389 -0.804 1.329 -0.07
C 1.065 -1.196 2.558 -0.35
C -0.373 -1.760 0.105 0.05
N 0.527 -0.867 0.185 -0.47
H 2.372 -0.463 1.029 0.21
H 0.157 -1.734 2.778 0.22
H 1.881 -1.060 3.255 0.24
H -1.107 -1.739 -0.693 0.19
H -0.456 -2.571 0.824 0.19



Stability check: which of them is most stable? <C>.